Entry 1:
{
  "formula": "C2H2NO2S2",
  "method": "ωB97M-V/def2-TZVPD",
  "species": ["C", "C", "N", "O", "O", "S", "S", "H", "H"],
  "xyz": [[-0.46838, 0.86889, -0.55690], [-1.35070, 0.06924, 0.25948], [-2.66760, 1.91546, -1.26913], [-3.66721, 2.23147, -1.79357], [-0.77759, -0.81786, 1.08374], [-1.15085, 1.93896, -1.76650], [-2.99808, 0.09861, 0.30270], [0.58835, 0.74115, -0.56286], [0.10819, -0.66039, 0.85665]],
  "de_lowest_kcal_mol": 5.87,
  "homo_lumo_gap_ha": [0.2838, 0.2532],
  "charge": 1,
  "homo_energy_ev": [-14.03, -14.81],
  "spin_multiplicity": 3,
  "fmax_ev_per_a": 3.72,
  "e_tot_ev": -29348.8542
}



Entry 2:
{
  "formula": "C37H57BCuN7O6P",
  "method": "ωB97M-V/def2-TZVPD",
  "species": ["Cu", "N", "N", "C", "O", "O", "H", "H", "H", "C", "C", "C", "C", "C", "C", "C", "C", "C", "C", "C", "C", "N", "B", "N", "C", "C", "C", "C", "C", "C", "C", "C", "C", "C", "C", "C", "C", "C", "H", "H", "H", "H", "H", "H", "H", "H", "H", "H", "H", "H", "H", "H", "H", "H", "H", "H", "H", "H", "H", "H", "H", "H", "H", "H", "H", "H", "H", "H", "H", "H", "H", "H", "H", "H", "N", "C", "N", "C", "N", "C", "C", "C", "C", "O", "P", "O", "O", "O", "C", "C", "C", "C", "H", "H", "H", "H", "H", "H", "H", "H", "H", "H", "H", "H", "H", "H", "H", "H", "H", "H"],
  "xyz": [[-0.12764, -0.18654, 0.77648], [2.12258, -0.65136, 0.72442], [2.62251, -0.46514, 2.00137], [1.67552, -0.25054, 3.05072], [2.15160, -0.32910, 4.17983], [0.51228, 0.05027, 2.66126], [1.74445, -1.59472, 0.47069], [2.70796, -0.23500, 0.00728], [3.48803, -0.90797, 2.25964], [1.46329, -0.19683, -2.99523], [1.72834, 1.32263, -2.87347], [2.10741, 1.93738, -4.24524], [2.80756, 1.64952, -1.84994], [4.16874, 1.37602, -2.10199], [5.13462, 1.75149, -1.18089], [4.79720, 2.43165, -0.02205], [3.45744, 2.72374, 0.29360], [3.13971, 3.50672, 1.56367], [3.62923, 2.77370, 2.82853], [3.75211, 4.91948, 1.51415], [2.46304, 2.29799, -0.62929], [1.09862, 2.64258, -0.38984], [-0.01691, 1.76561, -0.11468], [-1.13891, 2.67574, -0.16930], [-0.70224, 3.96530, -0.47822], [0.62451, 3.94947, -0.58686], [-2.52181, 2.36622, -0.04391], [-3.17466, 1.71215, -1.11262], [-4.53604, 1.42402, -0.95476], [-5.22049, 1.81682, 0.17836], [-4.59370, 2.50372, 1.19398], [-3.21955, 2.77279, 1.12267], [-2.52218, 3.54802, 2.25130], [-3.06597, 4.99485, 2.36425], [-2.62101, 2.79133, 3.59845], [-2.43289, 1.30168, -2.39100], [-2.52127, -0.20294, -2.68907], [-2.96400, 2.15394, -3.56305], [0.67256, -0.37036, -3.76110], [1.10273, -0.61474, -2.01928], [2.39636, -0.71878, -3.28979], [0.80204, 1.80287, -2.53119], [2.97961, 1.43712, -4.70196], [2.37320, 3.00717, -4.12428], [1.25336, 1.86257, -4.95632], [4.47106, 0.80495, -2.98797], [6.17737, 1.50881, -1.37018], [5.59554, 2.71775, 0.65902], [2.04333, 3.62167, 1.63724], [4.73517, 2.80430, 2.89994], [3.30889, 1.73175, 2.88065], [3.23091, 3.27044, 3.73395], [4.85823, 4.87225, 1.59225], [3.38141, 5.52058, 2.36915], [3.49612, 5.43891, 0.56891], [-1.40216, 4.78885, -0.55753], [1.30293, 4.75250, -0.83168], [-5.07236, 0.89845, -1.74898], [-6.27630, 1.57099, 0.28538], [-5.17027, 2.83794, 2.06379], [-1.44529, 3.57246, 1.99676], [-4.13386, 4.96668, 2.67634], [-3.00035, 5.50434, 1.38150], [-2.50788, 5.57705, 3.10960], [-3.66773, 2.71401, 3.93859], [-2.03486, 3.29673, 4.37909], [-2.21258, 1.76582, 3.46138], [-1.37534, 1.55795, -2.22921], [-3.59146, -0.50288, -2.83919], [-2.08413, -0.78422, -1.87059], [-1.94880, -0.44468, -3.61281], [-4.05977, 2.01223, -3.72270], [-2.44077, 1.89997, -4.50485], [-2.80072, 3.21933, -3.33137], [-6.24398, -1.89997, -0.44344], [-5.20666, -1.75493, 0.07551], [-4.12624, -1.75380, 0.81301], [-3.09777, -0.98602, 0.74842], [-2.04578, -0.48055, 0.82110], [-3.09415, -4.78037, 1.95202], [-1.58630, -4.55344, 2.14355], [-1.18788, -3.33138, 2.94620], [-0.93055, -5.82851, 2.67463], [-1.09022, -4.42985, 0.78145], [0.32760, -3.82373, 0.31720], [1.46471, -4.09437, 1.25983], [0.14651, -2.30436, 0.02748], [0.46849, -4.57629, -1.10310], [1.72406, -4.90374, -1.73859], [2.68165, -3.72902, -1.61537], [1.29663, -5.15283, -3.19000], [2.23500, -6.19312, -1.08906], [-3.64779, -4.94093, 2.88735], [-3.21469, -5.63443, 1.27026], [-3.50195, -3.90274, 1.42504], [-1.59448, -3.35467, 3.97360], [-1.56291, -2.43741, 2.43254], [-0.08490, -3.25120, 2.98353], [-1.17629, -6.05627, 3.72159], [0.15965, -5.73660, 2.56865], [-1.25468, -6.69312, 2.06898], [2.14785, -2.82517, -1.95910], [3.61375, -3.87702, -2.20126], [2.91265, -3.60194, -0.53352], [0.85742, -4.20821, -3.57131], [0.50119, -5.92222, -3.17773], [2.12706, -5.49250, -3.85254], [2.37029, -5.97618, -0.01229], [3.18630, -6.55736, -1.51467], [1.45276, -6.96126, -1.18171]],
  "homo_lumo_gap_ha": [0.2276, 0.2563],
  "charge": -2,
  "homo_energy_ev": [-2.08, -2.86],
  "spin_multiplicity": 2,
  "fmax_ev_per_a": 3.08,
  "e_tot_ev": -116622.8735
}



Entry 3:
{
  "formula": "C46H50CdClN3O7STe",
  "method": "ωB97M-V/def2-TZVPD",
  "species": ["Cd", "C", "C", "O", "N", "Te", "C", "C", "C", "C", "C", "C", "C", "C", "C", "C", "C", "C", "C", "C", "C", "C", "C", "C", "H", "H", "H", "H", "H", "H", "H", "H", "H", "H", "H", "H", "H", "H", "H", "H", "H", "H", "H", "H", "H", "H", "H", "H", "H", "C", "S", "C", "O", "H", "H", "H", "H", "H", "H", "C", "C", "C", "C", "Cl", "C", "C", "C", "O", "C", "C", "O", "O", "H", "H", "H", "H", "H", "H", "H", "H", "O", "C", "N", "C", "C", "O", "N", "C", "C", "C", "C", "C", "C", "C", "C", "C", "C", "C", "C", "H", "H", "H", "H", "H", "H", "H", "H", "H", "H", "H"],
  "xyz": [[15.56065, 13.52234, 15.62878], [14.16417, 13.63602, 18.99792], [15.46849, 12.95037, 18.83417], [16.04676, 12.32769, 19.82807], [16.10437, 12.77719, 17.66460], [17.83195, 11.66689, 17.98036], [18.17320, 10.34963, 19.73331], [17.59739, 9.04817, 19.69819], [16.77761, 8.56525, 18.50336], [17.75644, 8.15696, 20.77313], [18.51952, 8.59817, 21.88707], [18.71495, 7.69806, 23.06601], [19.01593, 9.91751, 21.94309], [18.78452, 10.82389, 20.86917], [19.20438, 12.24730, 20.99652], [19.47228, 13.13774, 17.75597], [20.61684, 12.63736, 17.09424], [20.66245, 11.39010, 16.28458], [21.84469, 13.33331, 17.24833], [22.02238, 14.37987, 18.12832], [23.41947, 14.83307, 18.51572], [20.87520, 14.97879, 18.60997], [19.59238, 14.44755, 18.28512], [18.35767, 15.17647, 18.72591], [13.69875, 13.28476, 19.87767], [13.50025, 13.45198, 18.14078], [14.37669, 14.66935, 19.18399], [17.37467, 8.39124, 17.57652], [16.07411, 9.32546, 18.21587], [16.29391, 7.62159, 18.79533], [17.18927, 7.22642, 20.68776], [17.77146, 7.54425, 23.57256], [19.42805, 8.17131, 23.75508], [19.06128, 6.67728, 22.85678], [19.66834, 10.23020, 22.72806], [19.77447, 12.47096, 21.91370], [18.25390, 12.83971, 20.99188], [19.87611, 12.68365, 20.23481], [19.69561, 11.21856, 15.75769], [20.92446, 10.58862, 16.96782], [21.52156, 11.43460, 15.63233], [22.68710, 12.88189, 16.69172], [24.04262, 13.93349, 18.62099], [23.40748, 15.50514, 19.41422], [23.84485, 15.38873, 17.65827], [20.91940, 15.95692, 19.11353], [18.46660, 16.28809, 18.45273], [18.19824, 15.07956, 19.82191], [17.44189, 14.69337, 18.31183], [17.49464, 13.49616, 12.35395], [18.10160, 12.09304, 13.22878], [17.12044, 10.63184, 12.66594], [17.60926, 12.36556, 14.69958], [16.42176, 13.28706, 12.27202], [17.96750, 13.43450, 11.37873], [17.72336, 14.43322, 12.83103], [16.84256, 10.69765, 11.55471], [16.18436, 10.62439, 13.25277], [17.73164, 9.68789, 12.70802], [11.86317, 13.46756, 9.51582], [12.67075, 14.75010, 9.35389], [12.62495, 15.43871, 8.18192], [13.40869, 16.61443, 7.94227], [13.02790, 17.73271, 6.71282], [14.37115, 16.88823, 8.93796], [14.44678, 16.24634, 10.16920], [13.50412, 15.24851, 10.40414], [13.25514, 14.75743, 11.63500], [13.43839, 15.73553, 12.73623], [14.81848, 15.73803, 13.40863], [15.81174, 16.29616, 12.91840], [14.72808, 15.15651, 14.54707], [11.78961, 12.92177, 8.55613], [10.79953, 13.64178, 9.74016], [12.15876, 12.79416, 10.31887], [11.99647, 15.11570, 7.35899], [15.12386, 17.65221, 8.73701], [15.04212, 16.67650, 10.98474], [12.65639, 15.55378, 13.48325], [13.30716, 16.70551, 12.28578], [14.66414, 12.04579, 14.11370], [13.47899, 11.96021, 14.55139], [12.40866, 11.44156, 13.86570], [11.15582, 11.64496, 14.57823], [11.75252, 12.32649, 15.91171], [10.97000, 12.58422, 16.82431], [13.09498, 12.39250, 15.80043], [10.19856, 12.66332, 13.91263], [10.55100, 13.38595, 12.76429], [9.65902, 14.31192, 12.22722], [8.43320, 14.61732, 12.88832], [8.13335, 13.92130, 14.05512], [9.00160, 12.95346, 14.54524], [10.47012, 10.32843, 14.93592], [9.37241, 9.82965, 14.28834], [8.87804, 8.61306, 14.67445], [9.40382, 7.85201, 15.67819], [10.58616, 8.28003, 16.31071], [11.07685, 9.56583, 15.98082], [12.43063, 11.14954, 12.89886], [11.54555, 13.32996, 12.26630], [9.86573, 14.70684, 11.26832], [7.88632, 15.54109, 12.64803], [7.19336, 14.07254, 14.61603], [8.80023, 12.49826, 15.51437], [8.81320, 10.41302, 13.53823], [7.94446, 8.29834, 14.21061], [8.85939, 7.00502, 16.11828], [10.97026, 7.77633, 17.20533], [11.98590, 9.99998, 16.45099]],
  "de_lowest_kcal_mol": 8.18,
  "homo_lumo_gap_ha": [0.1577, 0.2653],
  "charge": -1,
  "homo_energy_ev": [-2.34, -5.27],
  "spin_multiplicity": 2,
  "fmax_ev_per_a": 4.74,
  "e_tot_ev": -102530.4149
}